Record 1
{"formula": "C2H2Br2F2S", "method": "ωB97M-V with the def2-TZVPD basis set", "homo_energy_ev": -8.64, "homo_lumo_gap_ev": 7.446, "e_tot_ha": -5823.202012, "mol_weight_g_mol": 255.909, "relative_energy_ev": 2.082, "e_lumo_ha": -0.0439, "elements": ["C", "C", "F", "F", "S", "Br", "Br", "H", "H"], "positions_angstrom": [[2.18257, -0.55066, 0.64339], [-1.72360, 0.50559, -0.51515], [-2.08533, 1.81074, -0.40129], [-2.71330, -0.24006, -0.15088], [-0.08154, 0.34915, 0.48245], [2.52539, -2.26941, 0.12955], [3.53027, 0.59633, 0.11040], [-1.32704, 0.52445, -1.60640], [-0.30743, -0.72614, 1.30793]]}



Record 2
{"formula": "C3H3N3O2", "method": "ωB97M-V with the def2-TZVPD basis set", "homo_energy_ev": -10.43, "homo_lumo_gap_ev": 9.258, "e_tot_ha": -430.651313, "mol_weight_g_mol": 113.076, "relative_energy_ev": 7.338, "e_lumo_ha": -0.0429, "elements": ["C", "C", "C", "H", "H", "H", "N", "N", "N", "O", "O"], "positions_angstrom": [[-1.00205, -0.28309, 1.41613], [0.56458, 0.23559, 0.04485], [1.35234, 0.39016, -1.17230], [-1.14396, -1.19050, -1.20496], [-2.02138, -0.14519, 1.60258], [0.88768, 0.97267, -2.29634], [-0.78717, 0.09101, 0.18566], [0.10518, -0.12544, 2.03020], [1.10800, 0.25129, 1.14557], [-1.71597, -0.33048, -0.83038], [2.65274, 0.13400, -0.92100]]}



Record 3
{"formula": "C5H13N2O", "method": "ωB97M-V with the def2-TZVPD basis set", "homo_energy_ev": [-3.51, -7.52], "homo_lumo_gap_ev": [3.456, 7.419], "e_tot_ha": -382.866804, "mol_weight_g_mol": 117.172, "multiplicity": 2, "relative_energy_ev": 3.949, "e_lumo_ha": [-0.0019, -0.0039], "elements": ["C", "C", "C", "C", "C", "N", "N", "H", "H", "H", "H", "H", "H", "H", "H", "H", "H", "H", "H", "H", "O"], "positions_angstrom": [[0.55708, -1.02118, -0.57133], [-0.91362, -0.57331, -0.77738], [-1.22724, 0.61901, 0.06626], [-2.24574, 0.67602, 0.94204], [-0.17730, 2.58110, 0.61195], [-0.43805, 1.70910, -0.33829], [1.28399, -0.55244, -1.82689], [0.93793, -0.53559, 0.31825], [0.67996, -2.09804, -0.56793], [-1.47883, -1.45202, -0.45703], [-1.26133, -0.27182, -1.76756], [-2.66690, -0.17400, 1.46568], [-2.61309, 1.61176, 1.34430], [-0.29703, 2.38733, 1.66905], [0.25403, 3.52384, 0.29048], [1.25799, 0.48936, -1.86386], [2.29789, -0.77632, -1.78141], [0.69217, -0.72767, -2.66498], [2.73303, -2.94456, 2.07780], [2.06062, -1.90739, 1.03638], [1.96643, -2.41733, 1.84047]]}



Record 4
{"formula": "C34H34BrF4NO3P", "method": "ωB97M-V with the def2-TZVPD basis set", "homo_energy_ev": -10.61, "homo_lumo_gap_ev": 6.439, "e_tot_ha": -4910.908270, "mol_weight_g_mol": 691.520, "charge": 1, "e_lumo_ha": -0.1532, "elements": ["O", "C", "Br", "C", "P", "C", "O", "O", "C", "C", "C", "N", "C", "C", "C", "F", "F", "C", "F", "F", "H", "H", "H", "H", "H", "H", "H", "H", "H", "H", "C", "C", "C", "C", "C", "C", "H", "H", "H", "H", "H", "H", "C", "C", "C", "C", "C", "C", "H", "H", "H", "H", "H", "H", "C", "C", "C", "C", "C", "C", "H", "H", "H", "H", "H", "H", "C", "C", "C", "C", "C", "C", "H", "H", "H", "H", "H", "H"], "positions_angstrom": [[5.74785, -1.28493, -0.29631], [4.98294, -1.92477, -0.92976], [5.49695, -3.59534, -1.71936], [3.55425, -1.43181, -1.17312], [2.22799, -2.64493, -1.36000], [2.30150, -3.46391, -3.01541], [3.22382, -2.78420, -3.83187], [2.53014, -1.90632, -4.72728], [0.65031, -1.81105, -1.21298], [-0.49811, -2.48144, -1.63982], [-1.72046, -1.83677, -1.49097], [-1.84638, -0.62044, -0.97064], [-0.74957, 0.00964, -0.57255], [0.52899, -0.53717, -0.66196], [2.28854, -3.85495, 0.11481], [1.21517, -3.56197, 0.88070], [3.40135, -3.62020, 0.83035], [2.16522, -5.34413, -0.24573], [3.22235, -5.75407, -0.96345], [1.05603, -5.44647, -1.03207], [3.31564, -0.82684, -0.29563], [3.56657, -0.77817, -2.04856], [2.56873, -4.51709, -2.94003], [1.31144, -3.40879, -3.47574], [2.07901, -1.25643, -4.16357], [-0.45861, -3.47902, -2.06147], [-2.62992, -2.33283, -1.80795], [-0.87429, 0.99812, -0.14363], [1.38064, 0.02733, -0.30947], [2.05525, -5.93789, 0.66419], [-2.25282, 4.80769, 1.75270], [-2.30098, 4.63986, 3.12996], [-2.61699, 3.39996, 3.66890], [-2.87799, 2.32454, 2.83064], [-2.82715, 2.49220, 1.45341], [-2.51796, 3.73408, 0.91379], [-2.00874, 5.77532, 1.33473], [-2.09317, 5.47737, 3.78318], [-2.66268, 3.27071, 4.74251], [-3.12315, 1.35780, 3.25255], [-3.03838, 1.65404, 0.79859], [-2.48664, 3.86662, -0.16099], [3.14745, -5.52653, -7.02250], [3.23910, -5.67284, -5.64524], [3.03462, -6.91684, -5.06171], [2.74126, -8.01711, -5.85517], [2.65168, -7.87033, -7.23200], [2.85355, -6.62656, -7.81519], [3.30772, -4.55736, -7.47689], [3.46741, -4.81416, -5.02763], [3.11200, -7.03646, -3.98638], [2.58760, -8.98784, -5.40257], [2.42705, -8.72767, -7.85244], [2.78308, -6.51551, -8.88906], [-5.69768, 1.24256, 5.59824], [-5.63427, 2.62866, 5.56020], [-6.04269, 3.37210, 6.65899], [-6.50980, 2.72886, 7.79677], [-6.57128, 1.34276, 7.83500], [-6.16660, 0.59912, 6.73528], [-5.38495, 0.66273, 4.73850], [-5.27063, 3.12956, 4.67246], [-5.99806, 4.45313, 6.62798], [-6.82778, 3.30812, 8.65378], [-6.93658, 0.84191, 8.72205], [-6.22018, -0.48163, 6.76385], [1.20741, 6.35905, 1.59895], [1.92373, 7.43178, 2.11114], [2.10393, 8.57498, 1.34450], [1.56511, 8.64770, 0.06753], [0.84741, 7.57583, -0.44503], [0.67160, 6.43141, 0.32034], [1.06158, 5.46820, 2.19739], [2.33952, 7.37853, 3.10895], [2.66315, 9.41102, 1.74358], [1.70234, 9.54115, -0.52735], [0.42350, 7.63450, -1.43930], [0.11195, 5.59387, -0.07774]]}



Record 5
{"formula": "H3N2O", "method": "ωB97M-V with the def2-TZVPD basis set", "homo_energy_ev": [-1.94, -1.94], "homo_lumo_gap_ev": [6.660, 6.661], "e_tot_ha": -186.418401, "mol_weight_g_mol": 47.037, "relative_energy_ev": 2.593, "charge": -1, "e_lumo_ha": [0.1735, 0.1735], "elements": ["N", "N", "O", "H", "H", "H"], "positions_angstrom": [[0.77439, 0.48240, -0.26392], [-0.05203, 1.33594, 0.05000], [-2.16210, 0.05740, -0.09065], [0.86524, 0.06610, -1.22633], [1.29660, -0.10830, 0.44639], [-2.12468, 0.38058, 0.81808]]}



Record 6
{"formula": "C7H8BF", "method": "ωB97M-V with the def2-TZVPD basis set", "homo_energy_ev": [-8.81, -8.81], "homo_lumo_gap_ev": [7.119, 7.120], "e_tot_ha": -395.995743, "mol_weight_g_mol": 121.951, "relative_energy_ev": 4.497, "e_lumo_ha": [-0.0622, -0.0622], "elements": ["B", "C", "C", "C", "C", "C", "C", "C", "F", "H", "H", "H", "H", "H", "H", "H", "H"], "positions_angstrom": [[-0.41280, 0.03917, 0.91830], [0.91314, -1.29782, -1.29346], [0.02563, -0.41984, -2.13703], [0.83981, -1.06345, 0.31310], [-0.81664, 0.54124, -1.58592], [2.05490, -0.99673, -0.36291], [-1.04370, 0.87274, -0.27511], [0.22064, 0.97715, 2.15475], [-2.02618, 1.75518, -0.02955], [-1.41945, -0.58405, 1.37541], [1.20220, -2.29714, -1.71720], [-0.00273, -0.49807, -3.19696], [0.89441, -2.02393, 0.83919], [-1.48633, 1.13985, -2.35423], [0.40514, 0.50515, 3.18775], [-0.40035, 1.91534, 2.46126], [1.05233, 1.43519, 1.70261]]}